The following is a quantum chemistry calculation of a single C3H4N4S molecule in a non-equilibrium geometry, from the Open Molecules 2025 dataset.

Its gap between HOMO and LUMO is 9.8564 eV. The value obtained for the total energy is -733.8539 hartree. As for the SMILES: C1Cn2nnnc2S1. The lowest unoccupied orbital energy comes out at 0.37 eV.

Each line ends with the Mulliken charge.
Element x y z (Å)
1 C -1.97 -0.74 1.41  0.58
2 C -0.20 -0.60 -0.11  -0.69
3 C -0.07 0.70 0.53  -0.40
4 N -2.96 -1.53 1.72  -0.40
5 N -2.75 -2.66 1.05  -0.30
6 N -1.77 -2.59 0.24  -0.58
7 N -1.27 -1.39 0.51  0.56
8 S -1.47 0.93 1.74  -0.13
9 H -0.27 -0.65 -1.15  0.36
10 H 0.63 -1.33 -0.04  0.30
11 H 0.80 0.79 1.11  0.34
12 H -0.02 1.41 -0.29  0.34

---

The following is a quantum chemistry calculation of a single C3H4N6 molecule in a non-equilibrium geometry, from the Open Molecules 2025 dataset.

Its gap between HOMO and LUMO is 8.3529 eV. The value obtained for the total energy is -445.0393 hartree. As for the SMILES: [H]/N=c1/cn[nH]/c(=N/[H])nn1. The lowest unoccupied orbital energy comes out at -0.66 eV.

Each line ends with the Mulliken charge.
Element x y z (Å)
1 C 1.51 -0.08 0.12  0.44
2 C 0.91 1.49 0.09  -0.04
3 C -1.41 -0.49 0.00  0.48
4 H 3.28 -1.24 0.21  0.29
5 H 1.53 2.30 0.51  0.36
6 H -2.34 1.29 -0.30  0.33
7 H -2.44 -1.84 0.75  0.29
8 N 2.69 -0.45 0.43  -0.60
9 N -0.32 1.81 0.02  -0.39
10 N -1.35 0.95 -0.51  -0.21
11 N -2.49 -0.78 0.71  -0.60
12 N -0.27 -1.27 -0.45  -0.08
13 N 0.86 -1.14 -0.56  -0.27

---

The following is a quantum chemistry calculation of an isolated ion of composition C3H4NO and charge +1 in a non-equilibrium geometry, from the Open Molecules 2025 dataset.

Its gap between HOMO and LUMO is 10.4592 eV. Its net charge is +1. The value obtained for the total energy is -246.2702 hartree. The lowest unoccupied orbital energy comes out at -7.30 eV.

Each line ends with the Mulliken charge.
Element x y z (Å)
1 C -3.10 0.08 -0.04  0.44
2 C 0.05 0.37 -0.02  -1.09
3 C -0.89 -0.80 0.00  0.41
4 N -4.15 0.58 -0.14  -0.19
5 O -2.09 -0.78 0.03  -0.15
6 H 0.28 0.54 0.95  0.39
7 H 1.11 0.17 -0.48  0.35
8 H -0.45 1.18 -0.36  0.42
9 H -0.41 -1.70 0.27  0.42

---

The following is a quantum chemistry calculation of an isolated ion of composition C3H4NO and charge +1 in a non-equilibrium geometry, from the Open Molecules 2025 dataset.

Its gap between HOMO and LUMO is 9.5110 eV. Its net charge is +1. The value obtained for the total energy is -246.3303 hartree. As for the SMILES: C#[N+]CC=O. The lowest unoccupied orbital energy comes out at -5.46 eV.

Each line ends with the Mulliken charge.
Element x y z (Å)
1 C -1.64 0.22 -0.09  0.08
2 C 1.61 1.51 -0.07  0.05
3 C -0.15 -0.25 0.02  -0.31
4 N 0.78 0.73 0.02  0.15
5 O -2.28 1.19 0.06  -0.33
6 H -2.14 -0.81 -0.33  0.25
7 H 2.51 2.00 0.11  0.44
8 H -0.16 -0.56 1.07  0.29
9 H -0.04 -1.00 -0.80  0.37

---

The following is a quantum chemistry calculation of an isolated ion of composition C3H4NO and charge +1 in a non-equilibrium geometry, from the Open Molecules 2025 dataset.

Its gap between HOMO and LUMO is 9.6714 eV. Its net charge is +1. The value obtained for the total energy is -246.2688 hartree. The lowest unoccupied orbital energy comes out at -7.71 eV.

Each line ends with the Mulliken charge.
Element x y z (Å)
1 C 1.08 0.20 -2.95  0.46
2 C 0.21 -0.12 0.22  -0.89
3 C -0.32 0.34 -1.02  0.38
4 N 1.85 -0.01 -3.77  -0.19
5 O 0.10 0.42 -2.22  -0.19
6 H 0.16 0.69 0.85  0.32
7 H -0.36 -0.95 0.80  0.37
8 H 1.29 -0.63 0.22  0.35
9 H -1.23 0.91 -0.92  0.38

---

The following is a quantum chemistry calculation of an isolated ion of composition C3H4NO and charge +1 in a non-equilibrium geometry, from the Open Molecules 2025 dataset.

Its gap between HOMO and LUMO (alpha / beta) is 8.7805 / 8.1973 eV. Its net charge is +1. The value obtained for the total energy is -246.1797 hartree. The lowest unoccupied orbital energy (alpha / beta) comes out at -6.47 / -6.52 eV.

Each line ends with the Mulliken charge.
Element x y z (Å)
1 C 0.26 -0.27 -0.97  0.23
2 C -1.03 0.13 -0.32  -0.13
3 C -0.37 0.84 1.87  0.15
4 N 1.36 -0.12 -0.37  -0.55
5 O -0.89 0.40 0.92  -0.03
6 H 0.19 -0.78 -2.05  0.30
7 H -1.90 -0.02 -1.04  0.36
8 H 0.10 0.37 2.76  0.35
9 H 2.27 -0.55 -0.80  0.31